1.
C36H88BN8O16 | wB97M-V/def2-TZVPD

CARTESIAN COORDINATES (ANGSTROEM)
O (23.3036, 15.3090, 17.0165)
C (22.5717, 15.1681, 17.9686)
O (22.8311, 15.2107, 19.2611)
B (21.6407, 14.9999, 20.0970)
O (20.6684, 14.4111, 19.1836)
C (21.0806, 14.6170, 17.9275)
O (20.3995, 14.4416, 16.9112)
O (21.0693, 16.2717, 20.6787)
C (21.0679, 16.1961, 22.0148)
O (20.8510, 17.0805, 22.8136)
C (21.6627, 14.8107, 22.3738)
O (21.9303, 14.1447, 21.2350)
O (21.8878, 14.3802, 23.5115)
C (13.6079, 16.0861, 13.3175)
C (12.7102, 15.9294, 14.5552)
C (12.1399, 14.5147, 14.7530)
O (11.1866, 14.3292, 15.7553)
C (10.7007, 13.0014, 15.8360)
N (13.4328, 16.3583, 15.7309)
H (13.1813, 16.0218, 12.3165)
H (14.3790, 15.3158, 13.3009)
H (14.0893, 17.0625, 13.3720)
H (11.9167, 16.6756, 14.5157)
H (12.8945, 13.7558, 14.9595)
H (11.7772, 14.0819, 13.8207)
H (10.2709, 12.7209, 14.8744)
H (9.9148, 12.7698, 16.5549)
H (11.5373, 12.3393, 16.0590)
H (14.2717, 15.8070, 15.8426)
H (12.9513, 16.0662, 16.5693)
C (24.1246, 22.4942, 22.6934)
C (25.1204, 21.5824, 23.4887)
C (25.9425, 20.6139, 22.5939)
O (26.7407, 19.6664, 23.4145)
C (27.7704, 18.9879, 22.7302)
N (26.0695, 22.4430, 24.1540)
H (24.6835, 22.9543, 21.8786)
H (23.7432, 23.1990, 23.4323)
H (23.2785, 21.8885, 22.3686)
H (24.5804, 20.9524, 24.1955)
H (26.5471, 21.1643, 21.8731)
H (25.2485, 20.0405, 21.9795)
H (28.4478, 19.6529, 22.1945)
H (27.3185, 18.3521, 21.9688)
H (28.4199, 18.3135, 23.2882)
H (26.8309, 21.7826, 24.2191)
H (26.4917, 23.0644, 23.4789)
C (25.7858, 7.7769, 28.6934)
C (25.1580, 8.8306, 27.7189)
C (25.9870, 9.0335, 26.4658)
O (27.2165, 9.7019, 26.7917)
C (27.7385, 10.4965, 25.8054)
N (23.7687, 8.4217, 27.4970)
H (26.0647, 6.8577, 28.1782)
H (25.0013, 7.5404, 29.4122)
H (26.6064, 8.2285, 29.2509)
H (25.0642, 9.8283, 28.1477)
H (25.3793, 9.6546, 25.8078)
H (26.1806, 8.1190, 25.9050)
H (26.9742, 11.2619, 25.6704)
H (28.0170, 9.9670, 24.8942)
H (28.5693, 11.0268, 26.2707)
H (23.8813, 7.4481, 27.2530)
H (23.3914, 8.9074, 26.6958)
C (30.7002, 18.8114, 15.1702)
C (31.7378, 19.5706, 14.2055)
C (32.2925, 18.6733, 13.0966)
O (32.9568, 17.5979, 13.7636)
C (33.8282, 16.8117, 12.9799)
N (30.9922, 20.6683, 13.5871)
H (29.9022, 18.3157, 14.6175)
H (30.2365, 19.5860, 15.7810)
H (31.2024, 18.1853, 15.9077)
H (32.5551, 19.9727, 14.8043)
H (32.9739, 19.1782, 12.4118)
H (31.4664, 18.2873, 12.4995)
H (34.4039, 16.0834, 13.5512)
H (34.4803, 17.3926, 12.3277)
H (33.1896, 16.2682, 12.2835)
H (30.4700, 21.2350, 14.2399)
H (31.7269, 21.3134, 13.3337)
C (17.6620, 15.0100, 30.3573)
C (16.3204, 14.3835, 30.7403)
C (15.9120, 13.1985, 29.7514)
O (14.8336, 12.5671, 30.4268)
C (14.1127, 11.6839, 29.5726)
N (16.4958, 13.9162, 32.0653)
H (18.4567, 14.2690, 30.2709)
H (18.0560, 15.7785, 31.0224)
H (17.6405, 15.4606, 29.3650)
H (15.5134, 15.1159, 30.7185)
H (16.7294, 12.4886, 29.6249)
H (15.6848, 13.6355, 28.7790)
H (14.8484, 10.9743, 29.1940)
H (13.5779, 12.2917, 28.8427)
H (13.3898, 11.0322, 30.0633)
H (17.0338, 13.0680, 31.9598)
H (15.5888, 13.6418, 32.4149)
C (27.6261, 9.8988, 14.7270)
C (26.7622, 8.7668, 14.2367)
C (25.4218, 9.1770, 13.5398)
O (24.5690, 8.0903, 13.3989)
C (23.3815, 8.4485, 12.7922)
N (27.5606, 7.9115, 13.4402)
H (27.0437, 10.5440, 15.3848)
H (27.9040, 10.4507, 13.8291)
H (28.5509, 9.6724, 15.2577)
H (26.5744, 8.1290, 15.1004)
H (25.6792, 9.6183, 12.5770)
H (24.9518, 9.9657, 14.1273)
H (22.7319, 7.6170, 12.5187)
H (23.4783, 9.0445, 11.8847)
H (22.8099, 9.0245, 13.5199)
H (28.3671, 7.6432, 13.9858)
H (27.0532, 7.0392, 13.3977)
C (13.9183, 14.3730, 22.7346)
C (12.9149, 13.5314, 21.9407)
C (12.1593, 12.5748, 22.8719)
O (11.2027, 11.6544, 22.3286)
C (10.5864, 10.7551, 23.2293)
N (11.9667, 14.5217, 21.4254)
H (14.5871, 13.7068, 23.2795)
H (13.4632, 15.0737, 23.4346)
H (14.5133, 14.9563, 22.0319)
H (13.4227, 12.9712, 21.1555)
H (11.5901, 13.1318, 23.6161)
H (12.9221, 12.0093, 23.4071)
H (11.4160, 10.1774, 23.6367)
H (9.9309, 10.0611, 22.7031)
H (10.0781, 11.2937, 24.0290)
H (11.2874, 14.0053, 20.8850)
H (11.4251, 14.7961, 22.2326)
C (16.5910, 21.4921, 18.9224)
C (17.2880, 21.9601, 17.6829)
C (18.5586, 21.1358, 17.1993)
O (18.9055, 21.6093, 15.9347)
C (20.0595, 20.9767, 15.3960)
N (16.3141, 21.9556, 16.6619)
H (16.0347, 22.3095, 19.3812)
H (17.3680, 21.2722, 19.6545)
H (15.9675, 20.6001, 18.8613)
H (17.6954, 22.9687, 17.7535)
H (18.2402, 20.1018, 17.0667)
H (19.3789, 21.1924, 17.9148)
H (19.9678, 19.9017, 15.2410)
H (20.9498, 21.0554, 16.0199)
H (20.3080, 21.5064, 14.4764)
H (16.9344, 21.9995, 15.8661)
H (15.9556, 21.0116, 16.6392)

Cartesian forces (eV/Å) of the 3 atoms listed first:
O -0.65 0.27 1.30
C -0.80 -1.44 -0.44
O 1.09 1.02 0.05

Summary:
gap between HOMO and LUMO: 0.329 hartree
max |F|: 3.2 eV/Å
2S+1: 1
total charge: -1
energy above the lowest of the compared OMol25 structures with the same formula, charge and spin: 61.32 kcal per mole
LUMO: 1.77 eV

Atom charges from the Löwdin analysis, given in e for atoms 1 to 4: atom 1 (O): 0.1246, atom 2 (C): -0.3721, atom 3 (O): 0.2226, atom 4 (B): -0.8997

---

2.
C36H88N4 | wB97M-V/def2-TZVPD

CARTESIAN COORDINATES (ANGSTROEM)
C (4.6659, 2.9392, -5.7725)
C (5.9456, 2.5213, -5.1313)
N (7.0060, 3.4152, -5.5929)
C (7.9097, 4.1136, -4.6504)
C (8.6944, 3.1374, -3.7402)
C (7.7729, 2.7593, -6.7347)
C (8.0255, 3.7418, -7.9132)
H (4.5640, 2.6941, -6.8931)
H (4.2126, 3.9139, -5.9445)
H (3.8288, 2.4420, -5.3585)
H (6.2194, 1.5058, -5.0540)
H (5.9021, 2.7492, -4.0979)
H (7.2279, 4.6907, -4.0339)
H (8.7411, 4.8823, -5.0011)
H (8.0050, 2.3395, -3.2443)
H (8.9854, 3.6597, -2.7332)
H (9.4533, 2.6702, -4.2254)
H (7.1869, 1.8162, -7.3263)
H (8.6048, 2.2699, -6.4716)
H (6.9807, 3.7612, -8.3568)
H (8.5191, 3.3226, -8.6811)
H (8.5114, 4.6949, -7.6265)
C (-1.4455, -5.5692, -0.5508)
C (-0.4309, -5.0981, 0.4942)
N (-0.8930, -5.1188, 1.8521)
C (0.0310, -5.4554, 2.9571)
C (0.8686, -4.1933, 3.2620)
C (-1.9941, -4.1624, 2.0791)
C (-3.0449, -4.8741, 2.9407)
H (-1.8377, -6.7667, -0.3830)
H (-0.9825, -5.5802, -1.3587)
H (-2.2500, -5.0675, -0.8070)
H (-0.0959, -4.1352, 0.1211)
H (0.3228, -5.8656, 0.4310)
H (0.6426, -6.3542, 2.8428)
H (-0.5397, -5.7619, 3.8080)
H (1.5037, -3.7275, 2.4855)
H (1.4202, -4.2864, 4.3103)
H (0.4920, -3.0945, 3.3441)
H (-2.4242, -3.7762, 1.1245)
H (-1.6390, -3.0585, 2.5518)
H (-4.0001, -4.1670, 3.0554)
H (-2.9871, -5.1043, 3.9944)
H (-3.2338, -5.8965, 2.3806)
C (-3.3293, -1.9549, -1.7501)
C (-4.6586, -1.2945, -2.1498)
N (-4.9855, -0.0603, -1.4895)
C (-3.9641, 1.0309, -1.4820)
C (-3.4470, 1.4215, -2.8810)
C (-6.3194, 0.4337, -1.8020)
C (-7.4022, -0.1732, -0.9207)
H (-3.2675, -2.1405, -0.7027)
H (-2.6068, -1.3845, -1.9892)
H (-3.2483, -2.9116, -2.5711)
H (-5.6154, -1.9855, -2.1916)
H (-4.7681, -1.3536, -3.3137)
H (-3.3301, 0.4653, -0.7187)
H (-4.2135, 1.8677, -0.8717)
H (-2.6423, 2.0510, -2.8443)
H (-4.1615, 1.5058, -3.6936)
H (-2.9181, 0.4695, -3.3012)
H (-6.6162, 0.1511, -2.9198)
H (-6.4716, 1.4577, -1.9610)
H (-7.6192, -1.3231, -1.0558)
H (-8.4256, 0.1687, -1.2793)
H (-7.3115, 0.1718, 0.0536)
C (-1.6218, -0.7646, 5.2921)
C (-2.8951, -0.7228, 4.5928)
N (-2.7839, -0.1120, 3.2042)
C (-3.8696, -0.5983, 2.2382)
C (-5.3070, -0.4100, 2.7367)
C (-2.7669, 1.3346, 3.2929)
C (-2.2302, 2.1093, 2.0091)
H (-1.6630, -0.7677, 6.4240)
H (-1.0231, 0.1235, 5.0796)
H (-0.8176, -1.4419, 4.9981)
H (-3.5790, 0.0361, 5.1605)
H (-3.4003, -1.6424, 4.2183)
H (-3.5944, -1.5992, 1.9615)
H (-3.6426, -0.0325, 1.2258)
H (-5.4074, 0.6066, 2.9911)
H (-5.3430, -0.9580, 3.6079)
H (-6.0472, -0.6120, 1.8496)
H (-2.0411, 1.7497, 4.0885)
H (-3.7608, 1.7000, 3.2027)
H (-1.1865, 1.8154, 1.8679)
H (-2.0228, 3.2629, 2.1887)
H (-2.7042, 1.6219, 1.3466)
C (2.8661, -0.6517, 3.6828)
C (2.8913, 0.8472, 4.1807)
C (1.5581, 1.5467, 4.3567)
C (1.7095, 3.1230, 4.5172)
C (0.5743, 3.7838, 5.1583)
C (0.5861, 5.3047, 5.3438)
H (3.8517, -1.0530, 3.5388)
H (2.5531, -0.7878, 2.7668)
H (2.5641, -1.2818, 4.4690)
H (3.4748, 1.2015, 3.4350)
H (3.2972, 0.8825, 5.0790)
H (0.9612, 1.0970, 5.1750)
H (1.2698, 1.2918, 3.4289)
H (2.0544, 3.5942, 3.6483)
H (2.4982, 3.0983, 5.2555)
H (0.5856, 3.3269, 6.2550)
H (-0.2487, 3.2986, 4.6114)
H (1.5350, 5.4125, 5.9352)
H (-0.3001, 5.7218, 5.6651)
H (0.7507, 5.6520, 4.3699)
C (0.1646, 0.7336, -4.7686)
C (0.2793, -0.5006, -3.8271)
C (0.4852, -0.2202, -2.2239)
C (0.6672, -1.5000, -1.4213)
C (0.8382, -1.1461, 0.0609)
C (-0.4579, -0.6793, 0.7937)
H (1.1425, 1.1941, -5.0046)
H (-0.5225, 1.2790, -4.3380)
H (-0.1126, 0.6137, -5.7469)
H (1.1077, -1.1875, -4.1639)
H (-0.7184, -0.8966, -3.9411)
H (-0.2999, 0.4046, -2.1079)
H (1.2056, 0.4299, -2.0254)
H (1.4675, -1.9905, -1.8862)
H (-0.0806, -1.9120, -1.8512)
H (1.7959, -0.5347, 0.0706)
H (1.1849, -1.9130, 0.5593)
H (-0.9647, 0.1698, 0.3249)
H (-0.3808, -0.4725, 1.7861)
H (-1.2496, -1.5175, 0.7449)

Cartesian forces (eV/Å) of the 3 atoms listed first:
C -1.86 -1.23 -3.53
C 0.77 3.70 1.07
N 2.55 -0.78 -3.34

Summary:
gap between HOMO and LUMO: 0.315 hartree
structure (SMILES): CCN(CC)CC.CCN(CC)CC.CCN(CC)CC.CCN(CC)CC.CCCCCC.CCCCCC
max |F|: 9.6 eV/Å
2S+1: 1
energy above the lowest of the compared OMol25 structures with the same formula, charge and spin: 56.09 kcal per mole
LUMO: 0.73 eV

Atom charges from the Löwdin analysis, given in e for atoms 1 to 4: atom 1 (C): -0.0976, atom 2 (C): -0.2738, atom 3 (N): -0.1825, atom 4 (C): -0.2393

---

3.
C36H88O24S2 | wB97M-V/def2-TZVPD

CARTESIAN COORDINATES (ANGSTROEM)
O (16.6269, 20.3316, 12.7236)
S (16.3923, 19.1927, 13.5199)
O (16.9609, 19.1832, 14.7901)
O (14.8020, 18.8785, 13.5378)
C (14.5417, 17.6480, 13.0064)
C (15.7650, 17.1226, 12.2446)
O (16.8952, 17.8481, 12.7859)
H (14.3156, 16.9942, 13.8168)
H (13.6760, 17.8063, 12.3742)
H (15.6587, 17.3257, 11.1766)
H (15.8738, 15.9918, 12.4351)
O (18.9490, 14.9017, 14.0137)
S (17.7648, 14.5926, 14.7083)
O (16.8423, 13.6051, 14.1964)
O (18.1597, 14.3103, 16.2850)
C (17.4982, 15.4104, 17.0142)
C (17.3884, 16.5726, 16.1146)
O (16.8982, 15.8946, 14.8598)
H (16.5463, 15.0159, 17.3783)
H (18.1495, 15.5911, 17.8558)
H (18.3695, 16.9364, 15.8569)
H (16.7101, 17.3789, 16.3195)
C (13.4731, 18.7602, 9.0296)
O (14.0118, 19.2365, 10.2165)
C (14.5478, 20.5759, 10.1637)
C (13.6014, 21.6354, 9.5851)
O (12.3403, 21.5314, 10.2701)
C (11.2954, 22.0980, 9.6003)
H (13.4493, 17.6455, 9.0550)
H (14.0171, 19.0096, 8.0901)
H (12.4873, 19.2257, 8.9273)
H (15.4543, 20.6277, 9.5159)
H (14.8345, 20.9031, 11.1499)
H (13.4554, 21.5103, 8.4720)
H (13.9196, 22.6279, 9.7556)
H (11.0682, 21.5852, 8.6684)
H (11.3927, 23.2382, 9.3712)
H (10.4170, 22.0309, 10.3006)
C (10.0743, 17.0077, 9.3058)
O (9.6100, 17.7157, 10.4322)
C (10.2329, 18.9964, 10.5309)
C (9.9465, 19.6394, 11.9067)
O (8.7154, 20.4212, 11.9687)
C (7.4764, 19.7348, 12.0315)
H (11.2141, 17.0116, 9.3420)
H (9.7564, 17.3807, 8.3875)
H (9.6347, 16.0166, 9.5340)
H (9.8757, 19.6731, 9.7591)
H (11.3291, 18.8073, 10.4409)
H (10.7199, 20.4023, 12.1275)
H (9.8791, 18.8040, 12.6839)
H (6.6757, 20.4434, 12.1096)
H (7.3535, 19.1676, 12.9448)
H (7.4071, 18.9992, 11.1569)
C (11.4979, 23.1931, 20.7767)
O (12.6531, 23.1228, 19.9385)
C (12.4642, 22.5057, 18.7298)
C (13.7126, 22.6414, 17.9155)
O (14.7598, 22.0252, 18.5759)
C (16.0639, 22.3233, 18.0289)
H (11.4057, 22.4119, 21.5478)
H (10.5874, 23.2486, 20.1539)
H (11.6670, 24.0807, 21.3611)
H (11.4952, 22.9415, 18.2619)
H (12.1973, 21.4228, 18.8438)
H (13.9835, 23.6929, 17.7939)
H (13.5574, 22.0840, 16.9806)
H (16.2667, 23.3694, 18.0657)
H (16.2008, 21.9298, 17.0255)
H (16.7336, 21.7875, 18.6831)
C (14.3120, 14.8812, 20.2590)
O (15.3689, 15.5821, 19.6957)
C (15.6946, 16.6167, 20.6159)
C (16.8795, 17.3633, 19.9739)
O (16.6556, 17.9117, 18.6441)
C (15.6707, 18.9718, 18.6475)
H (13.6289, 15.6416, 20.5464)
H (14.5822, 14.3412, 21.2119)
H (14.0144, 14.2341, 19.5053)
H (16.0401, 16.2592, 21.5769)
H (14.8032, 17.2828, 20.6830)
H (17.7844, 16.7158, 19.8149)
H (17.1788, 18.1594, 20.6908)
H (15.5011, 19.4827, 17.6433)
H (16.0570, 19.8329, 19.3056)
H (14.7002, 18.5869, 19.0200)
C (13.5164, 9.2494, 17.2917)
O (13.6106, 10.3848, 18.2097)
C (14.7585, 11.1889, 17.8906)
C (14.5388, 12.0495, 16.5973)
O (13.8495, 13.2187, 16.9690)
C (12.7071, 13.4539, 16.2301)
H (12.6954, 8.6749, 17.7129)
H (14.4569, 8.6736, 17.3715)
H (13.3770, 9.5612, 16.2935)
H (15.6709, 10.6415, 17.7184)
H (14.8956, 11.8649, 18.6530)
H (13.9459, 11.5795, 15.8327)
H (15.4766, 12.1902, 16.1601)
H (12.0394, 12.5855, 16.3084)
H (12.9617, 13.5106, 15.1814)
H (12.2104, 14.3768, 16.5333)
C (10.3517, 24.1950, 15.3153)
O (9.7910, 22.9212, 15.4882)
C (10.1936, 21.9343, 14.4440)
C (11.0977, 20.8056, 15.0054)
O (12.4705, 21.1128, 14.7536)
C (12.9348, 21.2942, 13.4266)
H (9.8538, 24.8974, 15.9270)
H (10.4193, 24.4775, 14.2142)
H (11.3790, 24.3236, 15.6822)
H (10.5772, 22.5858, 13.6330)
H (9.2302, 21.5244, 14.0258)
H (10.8331, 19.9245, 14.3892)
H (10.9389, 20.6831, 16.0592)
H (12.7435, 20.3233, 12.8938)
H (14.0246, 21.4975, 13.4123)
H (12.4163, 22.1074, 12.8419)
C (11.2899, 18.5847, 19.5241)
O (11.9014, 18.2504, 18.2807)
C (11.0248, 17.8760, 17.2340)
C (11.8605, 17.8102, 15.9398)
O (12.7807, 16.6817, 15.7926)
C (13.6852, 16.3874, 16.8102)
H (10.6544, 19.4608, 19.4405)
H (12.0997, 18.8551, 20.1693)
H (10.7212, 17.6757, 19.8258)
H (10.3039, 18.7006, 17.0427)
H (10.5576, 16.9000, 17.4753)
H (12.4621, 18.6985, 15.7955)
H (11.1776, 17.6868, 15.0292)
H (14.3996, 15.6593, 16.3984)
H (13.1325, 16.0574, 17.7046)
H (14.2843, 17.2858, 17.1257)
C (9.0548, 15.5434, 15.2570)
O (10.3240, 15.2103, 14.7550)
C (10.3698, 15.2343, 13.3987)
C (11.7041, 15.0239, 12.7961)
O (12.1247, 13.6505, 12.9998)
C (13.5349, 13.5053, 12.7316)
H (8.3884, 14.8953, 14.6360)
H (8.7465, 16.6570, 15.1296)
H (9.0554, 15.3082, 16.3517)
H (9.9917, 16.1871, 12.9141)
H (9.7540, 14.4568, 12.8770)
H (12.4266, 15.6944, 13.2983)
H (11.7282, 15.2884, 11.7623)
H (13.8308, 13.8023, 11.7580)
H (13.6895, 12.3944, 12.8393)
H (14.2042, 14.0729, 13.3816)

Cartesian forces (eV/Å) of the 3 atoms listed first:
O -0.21 0.72 -0.87
S -0.51 -1.01 -1.61
O 0.46 -0.08 2.43

Summary:
gap between HOMO and LUMO: 0.342 hartree
structure (SMILES): O=S1(=O)OCCO1.O=S1(=O)OCCO1.COCCOC.COCCOC.COCCOC.COCCOC.COCCOC.COCCOC.COCCOC.COCCOC
max |F|: 3.8 eV/Å
2S+1: 1
LUMO: 0.46 eV

Atom charges from the Löwdin analysis, given in e for atoms 1 to 4: atom 1 (O): -0.2154, atom 2 (S): 0.5960, atom 3 (O): -0.2015, atom 4 (O): -0.1731

---

The highest LUMO belongs to which entry?
C36H88BN8O16

---

The lowest gap between HOMO and LUMO belongs to which entry?
C36H88N4

---

What is the LUMO in the second record?
0.73 eV

---

What is the formula in the second record?
C36H88N4